# 1
Formula: C21H42N5O7
Source: OMol25
Level of theory: wB97M-V/def2-TZVPD

As for the net charge: +1. The SMILES is CCN[C@H]1C[C@H]([NH3+])[C@H](O[C@@H]2OC(CN)=CC[C@@H]2N)[C@H](O)[C@H]1O[C@H]1OC[C@@](C)(O)[C@@H](NC)[C@H]1O. Its LUMO energy is -1.996 eV. As for the relative energy (zero: lowest compared OMol25 entry of this formula, charge and spin): 0.080 eV. As for the HOMO-LUMO gap: 8.963 eV.

Element x y z (Å)
C  -0.8289  3.2767  -4.1558
C  -2.1748  2.7013  -3.7163
N  -2.1250  1.3424  -3.1968
C  -2.0451  1.1516  -1.7738
C  -2.2513  -0.3467  -1.5040
C  -2.2189  -0.7206  -0.0318
N  -3.4108  -0.2138  0.7079
C  -0.9849  -0.1480  0.6920
O  -1.1276  -0.3152  2.0907
C  -0.8200  -1.5856  2.5912
O  -1.8310  -2.5100  2.2607
C  -3.0020  -2.3918  2.9808
C  -4.1395  -3.1073  2.2955
N  -5.0052  -2.1263  1.6069
C  -3.1126  -1.6818  4.0978
C  -1.9519  -0.9682  4.7124
C  -0.6403  -1.4821  4.1152
N  0.4359  -0.5630  4.4101
C  -0.8448  1.3563  0.4286
O  -1.9851  2.0299  0.9386
C  -0.7164  1.5819  -1.0954
O  0.2974  0.7966  -1.6848
C  1.6143  1.1633  -1.4661
O  1.9462  0.9680  -0.1095
C  3.2825  1.3171  0.1761
C  4.3049  0.4982  -0.6249
C  5.7209  1.0094  -0.3631
O  4.1814  -0.8462  -0.1852
C  3.9779  0.5978  -2.1396
N  4.8521  -0.3051  -2.8679
C  5.2306  0.1519  -4.1919
C  2.4849  0.2630  -2.3658
O  2.2275  -1.0878  -2.1109
H  -0.9675  4.2764  -4.5590
H  -0.3936  2.6514  -4.9322
H  -0.1244  3.3332  -3.3296
H  -2.6336  3.3458  -2.9621
H  -2.8405  2.6821  -4.5863
H  -1.3909  0.8181  -3.6594
H  -2.8463  1.7502  -1.3214
H  -3.1912  -0.6629  -1.9576
H  -1.4401  -0.8748  -2.0055
H  -2.2062  -1.8091  0.0689
H  -3.0273  0.1902  1.5792
H  -3.8504  0.5450  0.1855
H  -4.1231  -1.0114  0.9884
H  -0.0752  -0.6356  0.3259
H  0.0906  -1.9751  2.1127
H  -3.7140  -3.7762  1.5464
H  -4.7007  -3.7030  3.0211
H  -5.5911  -1.6562  2.2921
H  -5.6225  -2.6067  0.9584
H  -4.0630  -1.6186  4.6021
H  -1.9542  -1.1132  5.7934
H  -2.0158  0.1064  4.5196
H  -0.4638  -2.5155  4.4697
H  1.3112  -0.8823  4.0114
H  0.5590  -0.4743  5.4121
H  0.0609  1.6896  0.9424
H  -1.7441  2.9354  1.1540
H  -0.5231  2.6504  -1.2760
H  1.7814  2.2332  -1.7263
H  3.4077  1.1170  1.2408
H  3.4389  2.3867  -0.0233
H  5.7925  2.0736  -0.5659
H  5.9917  0.8278  0.6738
H  6.4137  0.4821  -1.0143
H  4.8864  -1.3487  -0.6136
H  4.1698  1.6259  -2.4625
H  4.3851  -1.2069  -2.9460
H  4.3783  0.3330  -4.8592
H  5.8711  -0.6027  -4.6435
H  5.8001  1.0760  -4.0943
H  2.2023  0.4371  -3.4094
H  2.5486  -1.2699  -1.2095

natural (NBO) atomic charge list, values in e, 5 entries:
1. C -0.620
2. C -0.214
3. N -0.631
4. C -0.048
5. C -0.429



# 2
Formula: C21H42O7
Source: OMol25
Level of theory: wB97M-V/def2-TZVPD

As for the net charge: 0. The SMILES is CC(C)=O.CC(C)=O.CC(C)=O.CC(C)=O.CC(C)=O.CC(C)=O.CC(C)=O. Its LUMO energy is 0.218 eV. As for the relative energy (zero: lowest compared OMol25 entry of this formula, charge and spin): 7.127 eV. As for the HOMO-LUMO gap: 9.516 eV.

Element x y z (Å)
C  0.1831  -5.6926  1.4100
C  -1.1999  -5.2406  0.6380
C  -1.1379  -4.0206  -0.3830
O  -2.2319  -5.5796  1.0760
H  -0.0039  -6.0546  2.5290
H  0.6891  -4.7706  1.5470
H  0.7741  -6.3566  0.9480
H  -1.0299  -4.4716  -1.4090
H  -0.2239  -3.4416  -0.0690
H  -1.9319  -3.4526  -0.4810
C  -2.9419  1.5794  2.0880
C  -2.5399  0.4994  3.0210
C  -2.8379  -0.8876  2.5860
O  -1.9009  0.7384  4.0680
H  -3.7189  2.3464  2.3690
H  -3.2939  1.1124  1.1120
H  -2.2199  2.1864  1.9080
H  -3.7909  -1.0456  2.5260
H  -2.3239  -1.6666  3.2440
H  -2.4649  -1.0766  1.4190
C  -0.6379  -0.1426  -3.5800
C  -1.9069  -0.1816  -2.7380
C  -3.1279  0.0144  -3.6040
O  -1.8939  -0.4736  -1.5280
H  0.2451  0.5054  -3.1690
H  -0.7659  0.4394  -4.3530
H  -0.1969  -1.1376  -3.6800
H  -3.9119  -0.3886  -3.1670
H  -3.0759  -0.2296  -4.7650
H  -3.4389  0.9754  -3.5780
C  -0.2779  -1.0166  6.6750
C  1.0711  -0.4306  6.2290
C  1.2001  -0.2216  4.7710
O  1.9741  -0.1906  7.0620
H  -0.3059  -1.4816  7.5830
H  -0.5729  -1.5636  5.8570
H  -0.9729  -0.2386  6.4800
H  1.0111  -1.2286  4.1730
H  2.1861  0.1794  4.7240
H  0.4481  0.6624  4.5210
C  0.5961  -0.0066  0.9150
C  1.5381  -0.1186  -0.2680
C  1.6231  -1.4846  -0.9670
O  2.1541  0.8504  -0.7500
H  0.7651  -0.6926  1.7360
H  -0.5089  -0.2146  0.6960
H  0.7421  0.9924  1.3000
H  2.3541  -1.4086  -1.7660
H  0.7141  -1.7366  -1.4680
H  2.0251  -2.1866  -0.2440
C  3.5841  2.7564  -3.4550
C  3.2941  1.8704  -4.6870
C  4.0251  0.4284  -4.8190
O  2.5731  2.2104  -5.5580
H  3.3311  3.6974  -3.6490
H  4.6251  2.5104  -3.1220
H  3.0231  2.2514  -2.7830
H  5.0631  0.5654  -5.1680
H  3.3221  -0.0446  -5.5260
H  4.2511  0.0394  -3.8110
C  -1.0299  3.1024  -1.3810
C  -0.1669  4.3124  -1.5850
C  0.6681  4.8434  -0.4140
O  -0.0659  4.8474  -2.7060
H  -1.5729  3.4004  -0.5790
H  -0.2859  2.2464  -1.3370
H  -1.7429  3.0974  -2.3030
H  0.5611  5.8954  -0.3770
H  1.6721  4.6204  -0.5180
H  -0.0339  4.8014  0.5330

natural (NBO) atomic charge list, values in e, 5 entries:
1. C -0.700
2. C 0.614
3. C -0.701
4. O -0.524
5. H 0.229



# 3
Formula: C21H42O9
Source: OMol25
Level of theory: wB97M-V/def2-TZVPD

As for the net charge: 0. The SMILES is CCOC(C)=O.CCOC(C)=O.CCOC(C)=O.CC(C)=O.CC(C)=O.CC(C)=O. Its LUMO energy is 0.370 eV. As for the relative energy (zero: lowest compared OMol25 entry of this formula, charge and spin): 6.839 eV. As for the HOMO-LUMO gap: 9.738 eV.

Element x y z (Å)
C  17.4170  28.2290  56.8190
C  18.2510  29.3570  57.3820
O  19.2950  29.7410  56.3650
C  20.1390  30.7710  56.6680
C  21.0010  31.0810  55.4010
O  20.2380  31.3630  57.7240
H  17.1990  28.4660  55.6510
H  16.5760  28.1510  57.3210
H  17.9260  27.2770  56.9220
H  17.5840  30.0280  57.7820
H  18.7100  29.1390  58.3700
H  21.2290  30.2220  54.9080
H  22.0420  31.1660  55.8690
H  20.4310  31.8190  54.9370
C  21.6960  32.5870  48.0480
C  21.2420  33.9410  48.5880
O  20.9040  33.9030  49.9560
C  20.1030  34.7990  50.4850
C  19.9350  34.5010  51.9960
O  19.3150  35.5270  49.9150
H  22.0330  32.4880  47.0040
H  20.9550  31.7720  48.1550
H  22.2810  32.1660  48.7180
H  22.0640  34.6060  48.2990
H  20.4390  34.1460  47.9810
H  19.9280  35.4210  52.6590
H  20.8850  33.8700  52.4080
H  18.9240  33.9210  52.2790
C  16.7070  30.9780  54.3160
C  16.5320  30.6170  52.7590
O  17.7100  30.9990  52.0730
C  18.0960  30.4230  50.9550
C  19.4350  30.7870  50.3870
O  17.3640  29.5710  50.3960
H  16.9910  31.9940  54.5380
H  17.5260  30.4040  54.7390
H  15.6680  30.7490  54.7320
H  16.3830  29.5760  52.7360
H  15.6710  30.9690  52.3050
H  19.2130  31.7900  50.2640
H  19.7220  30.3360  49.4790
H  20.2740  30.6960  51.2230
C  14.1870  34.1430  53.1610
C  15.4810  34.8600  52.6690
C  15.9730  34.3090  51.3300
O  16.0120  35.9440  53.0780
H  14.1480  33.2240  52.6510
H  13.2540  34.6190  53.0230
H  14.2740  34.1340  54.1860
H  16.7940  34.8200  51.0160
H  15.0920  34.2110  50.8070
H  16.3120  33.3230  51.2770
C  13.0260  29.3640  50.2550
C  12.5380  29.8150  51.6140
C  11.3740  29.0990  52.2420
O  13.0940  30.7300  52.3530
H  12.1880  29.1780  49.7080
H  13.7510  28.6990  50.1670
H  13.4540  30.3370  49.8580
H  10.4110  29.8450  52.4290
H  11.7760  28.9200  53.2040
H  10.9850  28.0770  51.7840
C  17.7120  26.5260  52.4980
C  18.9340  27.1310  51.8820
C  19.8650  27.8320  52.6830
O  19.2360  26.9190  50.5460
H  17.9230  25.4200  53.0210
H  16.9320  26.3880  51.8540
H  17.4510  27.2400  53.0830
H  20.3290  27.2170  53.5860
H  19.4970  28.9520  53.0340
H  20.6810  27.9980  52.0900

Löwdin atomic charge list, values in e, 5 entries:
1. C -0.059
2. C -0.189
3. O -0.039
4. C -0.497
5. C 0.041



# 4
Formula: C21H42O9
Source: OMol25
Level of theory: wB97M-V/def2-TZVPD

As for the net charge: 0. The SMILES is CCOC(C)=O.CCOC(C)=O.CCOC(C)=O.CC(C)=O.CC(C)=O.CC(C)=O. Its LUMO energy is 0.493 eV. As for the relative energy (zero: lowest compared OMol25 entry of this formula, charge and spin): 10.812 eV. As for the HOMO-LUMO gap: 10.012 eV.

Element x y z (Å)
C  -1.4895  -4.2026  3.1670
C  -1.2055  -3.3106  1.9430
O  -0.2965  -3.9486  1.1650
C  0.0635  -3.4096  -0.0260
C  1.0905  -4.1486  -0.7840
O  -0.3805  -2.3546  -0.5280
H  -0.6555  -4.5466  3.8840
H  -1.8835  -5.0306  2.7690
H  -2.2335  -3.6106  3.8360
H  -2.1215  -3.3376  1.3340
H  -0.8145  -2.5556  2.1390
H  0.7555  -5.0816  -1.0410
H  1.8155  -4.1896  0.0890
H  1.4875  -3.5656  -1.6630
C  -2.1355  3.7634  -1.2130
C  -1.4055  3.0084  -2.4200
O  -1.8355  1.6074  -2.3080
C  -1.4095  0.8274  -3.3640
C  -1.8085  -0.5716  -3.1170
O  -0.7495  1.1774  -4.3290
H  -3.2185  3.5634  -1.4060
H  -2.2445  4.6814  -1.3660
H  -1.9055  3.3954  -0.4130
H  -2.0195  3.3924  -3.3280
H  -0.2855  3.0284  -2.3430
H  -2.8925  -0.3566  -2.9010
H  -1.4385  -0.9196  -2.0760
H  -1.8635  -1.2236  -3.9570
C  2.9925  1.6644  -3.1690
C  3.6995  0.3174  -2.7510
O  3.0895  -0.0436  -1.4790
C  3.6995  -0.9686  -0.6690
C  2.9605  -1.3026  0.5560
O  4.7295  -1.5916  -1.0560
H  1.8735  1.3254  -2.8780
H  2.9265  1.6624  -4.2340
H  3.2585  2.5854  -2.7160
H  3.7575  -0.5166  -3.4060
H  4.6445  0.4694  -2.6050
H  2.9835  -0.4156  0.9720
H  3.4125  -2.2586  1.0570
H  1.8775  -1.5246  0.6800
C  -4.8355  0.3294  0.9320
C  -5.5605  -0.8886  1.5110
C  -7.0615  -0.8446  1.9910
O  -4.8775  -2.0026  1.6650
H  -4.3495  0.9834  1.5090
H  -5.8055  0.8734  0.6810
H  -4.2195  0.1664  0.1210
H  -7.4355  -1.8316  2.5900
H  -7.5695  -1.0836  0.9860
H  -7.2305  0.0494  2.3880
C  0.7455  1.3924  0.1640
C  0.1655  0.8854  1.4320
C  -1.3995  0.6554  1.3210
O  0.7795  0.5974  2.5750
H  0.7055  0.6264  -0.7750
H  1.7475  1.6514  0.3240
H  0.2555  2.3364  -0.2540
H  -1.8265  0.4294  2.5550
H  -1.6805  -0.2696  1.0800
H  -1.8175  1.3304  0.6050
C  3.8805  2.4024  2.7040
C  4.4435  2.7854  1.3460
C  5.5635  1.9834  0.6500
O  4.0855  4.0694  0.8260
H  4.1245  1.2724  2.9060
H  2.8535  2.5824  2.7960
H  4.5025  2.7104  3.5920
H  4.8215  1.0444  0.4390
H  6.3765  1.7834  1.5530
H  5.7905  2.4934  -0.2580

Löwdin atomic charge list, values in e, 5 entries:
1. C -0.025
2. C -0.228
3. O 0.011
4. C -0.498
5. C 0.029



# 5
Formula: C21H43B2CrF4N9O5SSi2
Source: OMol25
Level of theory: wB97M-V/def2-TZVPD

As for the spin multiplicity: 2. As for the net charge: +1. Its LUMO energy (alpha / beta) is -5.080 / -4.706 eV. As for the HOMO-LUMO gap (alpha / beta): 6.677 / 7.038 eV.

Element x y z (Å)
Cr  -1.0354  -0.0832  -0.2716
C  -4.2045  1.3280  -2.8997
C  -3.2582  0.9819  -1.8073
N  -2.2420  0.2006  -1.9269
O  -2.0941  -0.3794  -3.1229
B  -0.7391  -0.8687  -3.5848
F  -0.9968  -1.8407  -4.5054
F  0.0255  0.1682  -4.0798
O  0.0304  -1.4150  -2.3834
N  -0.7365  -1.6852  -1.3015
C  -1.5747  -2.6616  -1.2638
C  -1.6933  -3.7169  -2.2915
C  -2.3978  -2.5804  -0.0381
N  -2.1964  -1.4611  0.5704
O  -2.6438  -1.3370  1.8206
B  -3.4257  -0.0477  2.1712
F  -3.4761  -0.0251  3.5187
F  -4.6230  -0.1245  1.4949
O  -2.6323  1.1593  1.7136
N  -2.4740  1.0758  0.3567
C  -3.4339  1.4527  -0.4155
C  -4.6051  2.2524  0.0055
C  -3.3256  -3.6396  0.4330
H  -3.7986  1.0226  -3.8578
H  -4.3999  2.4009  -2.9067
H  -5.1587  0.8176  -2.7460
H  -2.5145  -3.4719  -2.9705
H  -1.9039  -4.6802  -1.8288
H  -0.7866  -3.7718  -2.8876
H  -4.5193  2.5423  1.0463
H  -5.5192  1.6719  -0.1237
H  -4.6774  3.1405  -0.6274
H  -3.4827  -3.5508  1.5033
H  -2.9479  -4.6326  0.1950
H  -4.2915  -3.5150  -0.0639
O  0.6816  -0.8151  3.7976
S  -0.2492  -0.2331  2.8439
N  0.2637  -0.3443  1.3893
C  2.6990  -3.2539  3.3147
Si  1.9431  -2.7684  1.6828
C  3.0922  -3.2765  0.3064
C  0.3674  -3.7610  1.5777
C  1.6519  -0.8825  1.2213
Si  3.0652  0.2134  2.0651
C  2.3726  1.8440  2.7108
C  4.0175  -0.4876  3.4942
C  4.3039  0.4705  0.6877
H  2.3453  -4.2650  3.5352
H  2.3976  -2.6149  4.1429
H  3.7873  -3.2902  3.2785
H  3.3277  -4.3417  0.3922
H  4.0402  -2.7319  0.3444
H  2.6478  -3.1127  -0.6802
H  0.6141  -4.7948  1.8317
H  -0.0553  -3.7604  0.5804
H  -0.3848  -3.4153  2.2973
H  1.8486  -0.8675  0.1519
H  1.2915  1.8710  2.8635
H  2.6255  2.6926  2.0735
H  2.8225  2.0248  3.6888
H  3.3831  -0.6736  4.3613
H  4.7516  0.2761  3.7695
H  4.5667  -1.3988  3.2631
H  3.8815  0.6159  -0.3071
H  4.9663  -0.3986  0.6342
H  4.9368  1.3352  0.9088
C  0.2653  2.6361  0.2110
N  0.0825  1.7136  -0.9753
C  1.4687  1.3823  -1.4807
N  2.2320  2.5638  -1.8039
C  2.3542  3.4050  -0.6151
N  1.0359  3.8148  -0.1119
C  0.3507  4.5536  -1.1775
N  0.1965  3.7265  -2.3746
C  -0.5704  2.5462  -2.0530
C  1.5266  3.3178  -2.8446
H  0.7756  2.0781  0.9904
H  -0.7188  2.9388  0.5702
H  1.3659  0.7580  -2.3647
H  1.9829  0.8367  -0.7012
H  2.9302  4.2951  -0.8653
H  2.8792  2.8510  0.1623
H  0.9305  5.4411  -1.4262
H  -0.6337  4.8640  -0.8216
H  -0.6761  1.9368  -2.9467
H  -1.5512  2.8569  -1.6909
H  2.1037  4.2068  -3.0939
H  1.4194  2.6950  -3.7327

Löwdin atomic charge list, values in e, 5 entries:
1. Cr 0.842
2. C 0.039
3. C -0.213
4. N 0.008
5. O 0.087



# 6
Formula: C21H43BClN3O5P
Source: OMol25
Level of theory: wB97M-V/def2-TZVPD

As for the net charge: +1. Its LUMO energy is -4.309 eV. As for the HOMO-LUMO gap: 5.891 eV.

Element x y z (Å)
C  -4.4200  1.0124  1.8364
C  -5.2751  -0.2743  2.0406
C  -4.3691  -1.5046  2.2279
O  -4.5272  -2.4885  1.1380
C  -3.2866  -2.8726  0.7188
C  -2.5351  -3.6490  1.5702
N  -1.3321  -4.0375  1.1930
C  -0.7866  -3.6793  0.0103
P  0.9192  -4.3500  -0.3391
O  0.6941  -5.9681  -0.1967
Cl  2.0841  -3.8182  1.3177
C  -1.4890  -2.8894  -0.8684
C  -0.8249  -2.4788  -2.1630
C  0.4674  -1.6286  -2.0533
C  0.4365  -0.3259  -1.2399
C  -0.4994  0.7816  -1.7703
C  0.1832  -0.4799  0.2786
C  -2.8059  -2.4986  -0.5157
B  -3.7089  -1.6623  -1.5497
O  -4.1895  -2.4067  -2.6211
N  -4.0573  -0.2519  -1.4588
C  -5.5588  -0.2692  -1.3351
C  -3.7823  0.4992  -2.7089
H  -4.9166  1.7187  1.1664
H  -3.4380  0.7870  1.4021
H  -4.2235  1.5034  2.7951
H  -5.7950  -0.1160  2.9911
H  -5.9824  -0.3797  1.2195
H  -3.3363  -1.1367  2.2401
H  -4.5252  -2.0144  3.1857
H  -2.9366  -3.9725  2.5251
H  -0.7942  -4.6249  1.8247
H  1.5563  -6.3722  -0.0087
H  -0.5507  -3.4102  -2.6818
H  -1.4984  -1.9728  -2.8649
H  0.7136  -1.3397  -3.0858
H  1.3481  -2.1900  -1.7260
H  1.4536  0.0917  -1.3073
H  -1.4251  0.7622  -1.1839
H  -0.6645  0.7649  -2.8509
H  -0.0300  1.7467  -1.5368
H  -0.9106  -0.5419  0.4205
H  0.5690  -1.4239  0.6843
H  0.5184  0.3910  0.8445
H  -4.7249  -3.1502  -2.3122
H  -5.9146  -1.0899  -0.7053
H  -5.8561  0.7191  -0.9694
H  -6.0019  -0.3729  -2.3356
H  -4.5821  1.2400  -2.8226
H  -3.8001  -0.1101  -3.6245
H  -2.8565  1.0715  -2.6900
C  4.2112  0.1030  0.6159
O  3.7532  1.2128  -0.1353
C  2.8528  2.0571  0.5753
C  3.4838  3.4029  0.8735
N  4.5362  3.2803  1.8747
C  5.3640  4.4777  2.0240
C  6.1990  4.9259  0.8255
O  7.2521  4.0416  0.4868
C  6.8880  2.9599  -0.3501
H  4.7593  -0.5519  -0.0606
H  4.8889  0.4137  1.4166
H  3.3730  -0.4587  1.0425
H  2.4837  1.5800  1.4886
H  1.9944  2.2189  -0.0863
H  2.7149  4.0872  1.2434
H  3.8720  3.8001  -0.0733
H  5.1396  2.5084  1.6237
H  6.0522  4.2826  2.8498
H  4.7239  5.3079  2.3389
H  6.6842  5.8637  1.1081
H  5.5866  5.1560  -0.0544
H  6.0847  3.2244  -1.0424
H  6.6027  2.0863  0.2432
H  7.7671  2.6819  -0.9325

Löwdin atomic charge list, values in e, 5 entries:
1. C -0.090
2. C -0.183
3. C -0.137
4. O -0.030
5. C -0.232



Number 1: total energy -44235.948 eV. Number 2: total energy -36783.104 eV. Number 3: total energy -40877.369 eV. Number 4: total energy -40873.395 eV. Number 5: total energy -113358.796 eV. Number 6: total energy -59663.857 eV.